[1]
{"formula": "C3H3N3O", "method": "the ωB97M-V functional and the def2-TZVPD basis", "symbols": ["C", "C", "C", "H", "H", "H", "N", "N", "N", "O"], "positions_angstrom": [[0.0379, -0.3933, -1.0287], [1.1648, -0.4592, 0.8538], [-0.6405, 0.9559, 0.8577], [-1.2556, -0.4332, -2.2626], [1.8958, -0.7891, 1.5368], [-1.1920, 1.6311, 1.3530], [-0.3313, -0.7610, -2.2012], [1.0443, -0.7676, -0.3839], [0.3479, 0.5385, 1.5386], [-1.0714, 0.4780, -0.2636]], "forces_ev_per_angstrom": [[-6.029, 0.712, -4.582], [-2.364, 3.057, 0.980], [1.161, -2.381, -0.317], [-1.670, 0.681, -0.931], [1.139, -0.927, 0.045], [-2.547, 2.811, 1.058], [1.601, 0.419, 2.437], [4.655, -1.490, 3.688], [2.631, -2.114, -0.796], [1.424, -0.769, -1.582]], "smiles": "[H]/N=c1/ncnco1", "spin_multiplicity": 1, "relative_energy_kj_mol": 212.9}



[2]
{"formula": "C8H14N2", "method": "the ωB97M-V functional and the def2-TZVPD basis", "symbols": ["C", "C", "C", "C", "C", "H", "H", "H", "H", "H", "H", "H", "H", "H", "H", "N", "C", "C", "C", "N", "H", "H", "H", "H"], "positions_angstrom": [[-1.1180, -1.3547, -2.0706], [0.0285, -1.9210, -1.6587], [-1.2986, -0.0886, -2.8597], [0.0128, -3.2054, -0.8697], [1.4074, -1.3733, -1.9192], [-2.0471, -1.8747, -1.8024], [-0.3331, 0.3879, -3.0992], [-1.9083, 0.6242, -2.2793], [-1.8235, -0.3136, -3.8033], [0.5719, -3.9877, -1.4100], [0.4865, -3.0503, 0.1143], [-1.0205, -3.5574, -0.7112], [1.9936, -2.1181, -2.4834], [1.3862, -0.4327, -2.4949], [1.9114, -1.1851, -0.9563], [0.0733, 2.8248, 4.5519], [-0.3863, 1.7959, 3.8576], [0.6908, 3.6346, 3.6289], [0.6035, 3.0902, 2.3659], [-0.0879, 1.9161, 2.5327], [-0.9363, 0.9449, 4.2593], [1.1679, 4.5703, 3.9204], [0.9607, 3.4227, 1.3912], [-0.3348, 1.2509, 1.7958]], "forces_ev_per_angstrom": [[0.307, -0.381, 0.282], [-0.545, 0.264, -0.172], [0.200, -0.002, 0.006], [-0.221, -0.049, 0.012], [-0.091, 0.219, -0.143], [0.290, 0.175, -0.100], [-0.505, -0.133, 0.047], [0.159, -0.158, -0.329], [0.139, 0.227, 0.309], [-0.126, 0.192, 0.285], [-0.083, -0.178, -0.301], [0.440, 0.090, -0.034], [-0.057, 0.292, 0.240], [0.108, -0.454, 0.277], [-0.012, -0.086, -0.361], [-0.230, -0.590, -0.588], [0.171, 0.384, 0.263], [0.093, 0.042, -0.397], [0.160, 0.346, 0.213], [-0.246, -0.533, -0.306], [0.229, 0.358, -0.156], [-0.203, -0.397, -0.124], [-0.168, -0.148, 0.482], [0.191, 0.523, 0.593]], "smiles": "c1c[nH]cn1.CC=C(C)C", "spin_multiplicity": 1, "relative_energy_kj_mol": 79.7}



[3]
{"formula": "C3H3N3O", "method": "the ωB97M-V functional and the def2-TZVPD basis", "symbols": ["O", "C", "N", "N", "C", "C", "N", "H", "H", "H"], "positions_angstrom": [[2.2448, -1.0645, 0.1894], [1.1133, -0.6425, 0.1616], [0.8208, 0.7029, 0.3837], [-0.3773, 1.2268, -0.1331], [-1.3838, 0.5034, -0.5836], [-1.1112, -0.9324, -0.3872], [-0.0168, -1.4713, 0.0093], [1.6273, 1.3191, 0.4190], [-0.9185, 1.9197, 0.3751], [-1.9984, -1.5611, -0.4340]], "forces_ev_per_angstrom": [[-0.430, 0.326, -0.048], [0.186, -0.007, 0.068], [-0.134, -0.130, 0.070], [-0.881, -0.568, 0.229], [0.068, -0.389, -0.033], [0.128, -0.413, -0.206], [-0.142, 0.149, 0.012], [-0.325, 0.017, -0.113], [1.336, 1.205, 0.202], [0.193, -0.189, -0.181]], "spin_multiplicity": 1, "relative_energy_kj_mol": 362.7}



[4]
{"formula": "C5H11N", "method": "the ωB97M-V functional and the def2-TZVPD basis", "symbols": ["C", "C", "C", "N", "C", "C", "H", "H", "H", "H", "H", "H", "H", "H", "H", "H", "H"], "positions_angstrom": [[-2.8921, -0.1275, 0.0688], [-1.4732, -0.3398, 0.3612], [-0.6123, -0.7258, -0.6678], [0.7898, -1.0542, -0.5597], [1.7197, 0.1893, -0.6176], [2.3088, 0.7514, 0.7316], [-2.9553, 0.4485, -0.8970], [-3.4684, -1.0821, -0.0871], [-3.3374, 0.4645, 0.8961], [-1.0987, -0.1942, 1.3840], [-1.0013, -0.5374, -1.6412], [0.9159, -1.5938, 0.2980], [1.0209, 0.8840, -1.0370], [2.5261, -0.2114, -1.2281], [3.0091, 1.7270, 0.4652], [3.0580, 0.1592, 1.1441], [1.4905, 1.2422, 1.3865]], "forces_ev_per_angstrom": [[-1.411, 0.570, -0.603], [3.171, -1.506, -1.806], [-0.573, 1.641, 3.330], [-0.438, 0.769, 0.945], [-0.473, -2.036, 1.489], [-1.070, 4.372, -2.109], [-0.311, -0.441, 0.905], [0.487, 0.922, 0.378], [-0.124, -0.372, -0.718], [-0.125, -0.479, -0.369], [-0.071, -0.428, -0.989], [0.161, 0.311, -0.226], [0.515, 0.861, -0.751], [0.108, 0.917, -0.374], [-1.858, -2.148, 0.209], [0.566, -1.532, 1.326], [1.446, -1.422, -0.639]], "smiles": "C/C=C/NCC", "spin_multiplicity": 1, "relative_energy_kj_mol": 212.4}



no.,calculated total energy (Eh)
1,-355.5588
2,-422.7148
3,-355.5017
4,-251.7816